(1)
Here is a cluster of 2 separate species, C3H8P2 in total from the Open Molecules 2025 dataset. Energies are from ωB97M-V/def2-TZVPD.

Calculated values
Energy (a.u.): -801.68452
2S+1: 1
Energy relative to the best compared isomer or geometry (same formula, charge and spin) (kJ/mol): 175.5
Structure (SMILES): C=PC.C=P
Gap between HOMO and LUMO (eV): 9.31
E_LUMO (eV): 0.12

```
13
Properties=species:S:1:pos:R:3:forces:R:3
C -0.52110 -0.94472 -0.23857 -3.011 -0.002 0.637
P -2.09724 -1.03348 0.30889 0.100 0.033 0.515
C -3.05229 0.14929 -0.88796 0.889 -0.708 1.582
H 0.40817 -1.30031 0.04587 1.260 -1.069 1.159
H -0.48795 -0.45531 -1.13332 0.531 1.628 -2.464
H -4.14846 0.19972 -0.68594 1.071 -0.076 -0.142
H -2.51108 1.08185 -0.69680 -0.585 0.123 -0.327
H -2.79847 -0.24383 -1.84698 -0.237 0.076 -0.959
C 4.04398 -0.12660 1.11765 -0.025 0.389 -0.817
P 4.33523 -0.34528 -0.50603 0.193 -0.540 0.639
H 4.06724 -1.01022 1.70925 -0.217 -0.552 0.591
H 3.80269 0.80262 1.62753 0.257 -0.107 -0.120
H 4.39240 0.99074 -0.86488 -0.227 0.805 -0.297
```
Forces are in eV/Å.

(2)
Here is a structure of composition C7H13BN4V from the Open Molecules 2025 dataset. Energies are from ωB97M-V/def2-TZVPD.

Calculated values
Energy (a.u.): -1462.34889
2S+1: 4
Energy relative to the best compared isomer or geometry (same formula, charge and spin) (kJ/mol): 0.0
Gap between HOMO and LUMO (spin up / spin down) (eV): 7.52 / 8.99
E_LUMO (spin up / spin down) (eV): 0.19 / -0.03

```
26
Properties=species:S:1:pos:R:3:forces:R:3
V -0.42600 -0.45768 -1.19198 0.163 -1.608 -0.615
C -0.54989 -0.09628 -4.24348 0.028 -0.134 0.336
H 0.54007 0.03885 -4.28483 -0.294 -0.079 -0.015
H -0.80828 -1.13161 -4.50354 0.127 0.275 0.016
H -1.02161 0.58456 -4.96940 0.126 -0.211 0.436
H -0.93736 0.14514 -3.21039 0.148 0.082 -1.147
H -1.40038 0.67965 -1.58651 -1.355 1.312 -0.465
B 1.28219 -1.10140 1.37619 0.216 0.402 0.256
N 1.58704 0.32884 0.79031 -0.420 0.778 -1.529
C 2.31217 1.36605 1.24252 -0.604 0.077 -0.505
C 1.98492 2.50981 0.50647 -0.080 -0.295 -0.216
C 1.04481 2.09852 -0.44951 0.461 -1.535 0.916
N 0.81589 0.76005 -0.30380 2.144 1.754 1.780
N -0.27636 -1.11706 1.55449 -1.438 -0.095 -0.409
C -0.86571 -1.46097 2.70130 -0.400 0.125 -0.565
C -2.23888 -1.36202 2.54443 -0.193 -0.049 -0.505
C -2.46986 -0.97731 1.21303 1.676 -0.103 0.446
N -1.27368 -0.81723 0.57960 0.422 -1.116 2.715
H 1.79179 -1.16871 2.49400 -0.296 0.039 -0.506
H 1.65607 -2.03388 0.69611 -0.078 0.279 -0.388
H 3.03379 1.25094 2.04036 -0.281 -0.074 0.001
H 2.37515 3.50499 0.64543 0.018 -0.086 -0.009
H 0.51256 2.66036 -1.20166 0.064 -0.088 0.029
H -0.28229 -1.81336 3.54506 -0.101 0.322 -0.183
H -2.96471 -1.56879 3.29586 -0.381 -0.063 0.233
H -3.42143 -0.82149 0.71995 0.329 0.092 -0.106
```
Forces are in eV/Å.

(3)
Here is the ion C6H14NO with charge +1 from the Open Molecules 2025 dataset. Energies are from ωB97M-V/def2-TZVPD.

Calculated values
Energy (a.u.): -366.69220
2S+1: 1
Total charge: +1
Energy relative to the best compared isomer or geometry (same formula, charge and spin) (kJ/mol): 197.0
Structure (SMILES): C=C(C)[C@H](O)[C@H](C)[NH3+]
Gap between HOMO and LUMO (eV): 10.09
E_LUMO (eV): -3.31

```
22
Properties=species:S:1:pos:R:3:forces:R:3
C -2.20609 0.08911 -0.46293 0.063 -0.611 -0.742
C -1.03757 0.44899 -0.97732 1.424 2.802 1.725
C -0.87370 1.64922 -1.91299 -0.199 0.072 0.482
C 0.29954 -0.10095 -0.47743 -1.925 -1.794 -1.186
O 0.47601 -1.28797 -1.33686 1.503 0.315 0.633
C 0.44167 -0.52578 0.97633 -0.745 -0.581 0.307
C 0.64697 0.51065 2.06001 -1.136 3.956 -1.799
N 1.68201 -1.35551 0.91922 -0.454 -1.659 -2.923
H -2.32856 -0.61388 0.34478 0.045 -0.234 0.082
H -3.10116 0.36911 -1.00275 -0.157 0.353 0.364
H -1.08179 2.71193 -1.53838 0.062 -1.826 -0.045
H 0.11847 1.64673 -2.31911 0.578 0.105 -0.258
H -1.51608 1.41096 -2.71777 -0.850 0.416 -1.169
H 1.23188 0.32729 -0.79636 0.015 1.768 0.171
H -0.30649 -1.81369 -1.35442 -1.182 -0.557 -0.044
H -0.27086 -1.30599 1.27779 -0.628 0.819 -0.223
H 0.90019 -0.03215 2.92586 0.437 -0.039 1.414
H 1.42768 1.29798 1.71020 -0.697 -1.649 0.783
H -0.24408 1.27638 2.25962 1.470 -2.275 -0.424
H 1.48082 -2.35599 1.08814 0.458 0.671 0.456
H 1.86708 -1.36776 -0.14976 0.454 -0.314 1.628
H 2.39408 -0.97870 1.48414 1.464 0.261 0.768
```
Forces are in eV/Å.

(4)
Here is an isolated molecule of C10H21IS2 from the Open Molecules 2025 dataset. Energies are from ωB97M-V/def2-TZVPD.

Calculated values
Energy (a.u.): -1487.59247
2S+1: 1
Energy relative to the best compared isomer or geometry (same formula, charge and spin) (kJ/mol): 0.0
Structure (SMILES): CCCCCCCCCC(S)(S)I
Gap between HOMO and LUMO (eV): 8.41
E_LUMO (eV): -0.46

```
34
Properties=species:S:1:pos:R:3:forces:R:3
C 1.73869 -4.17164 -1.46561 -0.205 -2.048 2.051
C 0.76943 -3.14642 -0.91935 -2.227 -0.137 0.506
C 0.10639 -2.44380 -2.08584 -1.225 2.311 0.177
C -1.21349 -1.59118 -1.83379 2.702 -1.603 1.480
C -0.92933 -0.41345 -0.90898 0.072 -0.843 0.739
C 0.22287 0.48035 -1.29159 1.056 -0.530 -1.480
C 0.43635 1.74586 -0.43241 0.423 -0.595 0.395
C 0.02155 1.47074 1.08227 0.654 1.554 -1.832
C 0.58681 2.54759 2.01954 2.051 -1.888 1.283
C -0.39824 3.13897 2.89612 -3.962 1.397 2.367
S -1.47759 1.82859 4.05694 1.132 1.897 -1.114
S -1.65699 3.92418 1.78250 0.007 -0.129 -0.218
I 0.27679 4.79620 4.32864 -0.007 -1.232 -0.970
H 2.39975 -3.73915 -2.20268 0.028 0.048 -0.345
H 1.17273 -5.08898 -1.86432 1.187 1.247 0.472
H 2.38379 -4.42673 -0.54484 -0.725 -0.377 -1.670
H -0.19933 -3.57691 -0.33423 2.610 0.483 -0.888
H 1.37777 -2.56064 -0.22480 -0.642 0.584 -0.042
H 0.70911 -1.83311 -2.74209 1.007 0.347 0.273
H -0.17558 -3.18388 -2.75807 -0.734 -1.813 -1.156
H -1.65811 -1.38852 -2.77120 -0.456 0.639 -0.972
H -1.84061 -2.28594 -1.29500 -0.710 -0.064 0.114
H -1.78426 0.19539 -0.94058 -1.601 0.794 0.599
H -0.78723 -0.86427 0.12808 -0.254 0.824 -1.177
H 1.06850 -0.15946 -1.23315 1.275 -0.483 0.304
H 0.18830 0.63191 -2.42940 -0.201 0.524 1.504
H -0.24091 2.43256 -0.92722 -0.084 0.856 0.627
H 1.48418 2.19376 -0.44608 -1.219 -0.836 -0.370
H -1.04051 1.58463 1.03351 -0.799 -0.483 0.484
H 0.29860 0.48264 1.38056 0.104 -0.537 0.266
H 1.04319 3.31136 1.45545 0.400 1.160 -0.742
H 1.40409 2.21364 2.70767 -0.394 -0.407 -0.750
H -2.37524 2.81973 4.38017 0.615 -0.684 -0.232
H -1.91146 5.07599 2.39980 0.123 0.025 0.319
```
Forces are in eV/Å.